No. 1
C6H17NO | ωB97M-V with the def2-TZVPD basis set

Atoms and positions in Å:
C  1.66  0.65  0.41
C  2.06  1.76  -0.55
C  0.17  0.74  0.68
N  -0.28  -0.41  1.51
C  -0.94  -2.80  1.52
C  -0.67  -1.56  0.68
C  -1.90  -1.36  -0.25
H  2.04  -0.34  0.20
H  2.12  0.80  1.42
H  3.15  1.70  -0.61
H  1.58  1.43  -1.49
H  1.73  2.75  -0.26
H  -0.42  0.91  -0.28
H  -0.09  1.65  1.25
H  -0.91  -0.23  2.27
H  -0.17  -2.94  2.29
H  -1.86  -2.59  2.08
H  -1.11  -3.70  0.94
H  0.24  -1.69  0.05
H  -1.87  -2.08  -1.05
H  -2.78  -1.50  0.38
H  -1.88  -0.34  -0.64
H  0.12  3.33  -3.07
H  -0.08  2.01  -4.05
O  -0.01  2.37  -3.14

Output
molecular weight = 119.21 g mol⁻¹
frontier orbital gap (alpha / beta) = 2.152 / 9.099 eV
energy = -10033.554 eV
charge = -1
relative energy (zero: lowest compared OMol25 entry of this formula, charge and spin) = 0.588 eV
F_max = 2.99 eV Å⁻¹
2S+1 = 2

No. 2
C6H17NO | ωB97M-V with the def2-TZVPD basis set

Atoms and positions in Å:
C  0.98  0.50  2.22
N  1.67  -0.28  1.23
C  1.08  -1.44  0.62
C  0.50  -1.23  -0.79
C  -0.64  -0.20  -0.86
C  -1.93  -0.86  -0.34
C  -0.86  0.25  -2.31
H  1.50  0.37  3.18
H  -0.06  0.26  2.44
H  1.02  1.58  2.07
H  2.39  0.20  0.72
H  0.31  -1.80  1.31
H  1.78  -2.28  0.57
H  1.36  -0.96  -1.41
H  0.16  -2.23  -1.11
H  -0.26  0.59  -0.23
H  -2.63  -0.07  -0.10
H  -1.70  -1.26  0.64
H  -2.32  -1.59  -1.03
H  -1.15  -0.61  -2.88
H  0.06  0.62  -2.75
H  -1.66  0.99  -2.30
O  0.18  2.85  0.62
H  0.77  3.13  -0.09
H  -0.55  3.48  0.58

Output
molecular weight = 119.21 g mol⁻¹
frontier orbital gap = 8.316 eV
energy = -10034.611 eV
structure (SMILES) = CNCCC(C)C.O
relative energy (zero: lowest compared OMol25 entry of this formula, charge and spin) = 0.971 eV
F_max = 2.04 eV Å⁻¹

No. 3
C6H17NO | ωB97M-V with the def2-TZVPD basis set

Atoms and positions in Å:
C  -0.28  1.32  -2.15
C  -0.48  0.65  -0.78
C  -1.46  1.45  0.09
C  0.91  0.60  -0.24
C  1.19  -0.57  0.82
C  1.30  -0.12  2.36
N  2.51  -1.09  0.52
H  -1.28  1.92  -2.43
H  0.15  0.45  -2.81
H  0.28  2.21  -2.13
H  -0.82  -0.39  -0.89
H  -2.45  0.91  0.05
H  -1.81  2.44  -0.36
H  -1.12  1.62  1.09
H  1.07  1.42  0.45
H  1.65  0.59  -1.04
H  0.39  -1.30  0.73
H  1.05  -1.17  2.90
H  0.64  0.64  2.46
H  2.26  0.21  2.84
H  2.54  -1.98  -0.02
H  3.31  -0.67  0.72
O  -3.08  -1.95  -0.47
H  -2.63  -2.53  -1.14
H  -3.25  -1.18  -0.95

Output
molecular weight = 119.21 g mol⁻¹
frontier orbital gap = 8.913 eV
energy = -10032.699 eV
structure (SMILES) = CC(C)C[C@H](C)N.O
relative energy (zero: lowest compared OMol25 entry of this formula, charge and spin) = 2.883 eV
F_max = 7.64 eV Å⁻¹

No. 4
C6H17NO | ωB97M-V with the def2-TZVPD basis set

Atoms and positions in Å:
C  2.32  -0.05  1.51
C  2.17  1.18  0.68
C  1.06  1.05  -0.38
N  -0.27  1.10  0.16
C  -1.33  0.68  -0.79
C  -2.43  0.02  0.05
C  -2.08  -1.25  0.81
H  1.33  -0.53  1.64
H  2.95  -0.84  1.12
H  2.67  0.17  2.52
H  1.94  2.05  1.33
H  3.11  1.47  0.18
H  1.21  1.92  -1.09
H  1.23  0.16  -0.96
H  -0.38  0.65  1.06
H  -1.64  1.64  -1.25
H  -0.93  0.08  -1.66
H  -3.25  -0.24  -0.64
H  -2.83  0.84  0.64
H  -2.55  -2.08  0.27
H  -2.38  -1.14  1.85
H  -1.00  -1.43  0.90
O  0.42  -1.91  -1.96
H  0.57  -2.84  -1.71
H  0.13  -1.78  -1.04

Output
molecular weight = 119.21 g mol⁻¹
frontier orbital gap = 9.069 eV
energy = -10034.398 eV
structure (SMILES) = CCCNCCC.O
relative energy (zero: lowest compared OMol25 entry of this formula, charge and spin) = 1.184 eV
F_max = 2.23 eV Å⁻¹

No. 5
C6H17NO2 | ωB97M-V with the def2-TZVPD basis set

Atoms and positions in Å:
C  1.73  -0.27  1.39
N  0.34  -0.80  1.28
C  0.05  -2.09  2.00
C  -0.72  0.11  1.36
C  -0.67  1.21  0.15
C  -0.66  0.71  -1.31
C  -1.61  1.58  -2.24
O  -1.64  2.99  -1.88
H  2.33  -0.73  0.58
H  1.64  0.83  1.09
H  2.23  -0.50  2.23
H  1.05  -2.45  2.27
H  -0.29  -2.93  1.25
H  -0.79  -1.95  2.68
H  -0.95  0.79  2.21
H  -1.72  -0.34  1.31
H  0.21  1.92  0.15
H  -1.58  1.86  0.49
H  0.32  0.63  -1.77
H  -0.78  -0.45  -1.26
H  -2.55  1.28  -1.95
H  -1.27  1.73  -3.29
H  -0.73  3.32  -1.53
O  1.76  -1.93  -1.68
H  2.33  -1.83  -2.45
H  1.99  -2.69  -1.10

Output
molecular weight = 135.21 g mol⁻¹
frontier orbital gap = 8.511 eV
energy = -12079.409 eV
structure (SMILES) = CN(C)CCCCO.O
relative energy (zero: lowest compared OMol25 entry of this formula, charge and spin) = 3.559 eV
F_max = 5.35 eV Å⁻¹

No. 6
C6H17NO4 | ωB97M-V with the def2-TZVPD basis set

Atoms and positions in Å:
C  -1.48  -0.49  -0.45
N  -0.03  -0.59  -0.45
C  0.48  -1.22  0.82
C  1.75  -0.69  1.17
C  1.96  0.70  0.34
C  0.67  0.76  -0.44
C  0.84  0.97  -2.08
O  0.07  1.66  -2.60
H  -1.76  -0.12  0.57
H  -2.00  -1.39  -0.45
H  -1.89  0.14  -1.26
H  0.26  -2.42  0.75
H  -0.35  -1.16  1.69
H  2.47  -1.37  0.80
H  2.00  -0.64  2.28
H  2.85  0.55  -0.20
H  2.20  1.53  0.99
H  0.11  1.74  -0.10
H  1.64  0.40  -2.66
O  0.72  -1.94  -2.68
H  -0.22  -2.14  -2.92
H  0.64  -1.64  -1.80
O  -0.84  0.17  3.87
H  -1.17  0.14  2.89
H  0.00  -0.11  4.12
O  -3.15  2.18  -0.96
H  -2.28  2.69  -1.19
H  -3.46  2.29  -0.04

Output
molecular weight = 167.21 g mol⁻¹
frontier orbital gap = 9.598 eV
energy = -16174.545 eV
structure (SMILES) = CN1CCC[C@H]1C=O.O.O.O
relative energy (zero: lowest compared OMol25 entry of this formula, charge and spin) = 3.713 eV
F_max = 7.90 eV Å⁻¹

No. 7
C6H17NOP | ωB97M-V with the def2-TZVPD basis set

Atoms and positions in Å:
C  -1.51  1.34  0.13
C  -2.00  -2.78  -0.30
C  3.03  1.61  -0.97
C  0.41  0.08  1.18
C  1.64  1.04  0.88
C  -0.46  0.34  0.07
N  -1.78  -1.65  0.61
O  1.97  0.85  -0.44
P  0.01  -0.03  -1.57
H  -2.26  1.12  0.95
H  -0.95  2.24  0.45
H  -2.24  1.62  -0.79
H  -2.70  -2.42  -1.01
H  -1.05  -2.87  -0.86
H  -2.31  -3.68  0.31
H  2.79  2.67  -0.95
H  3.04  1.30  -2.07
H  4.03  1.56  -0.47
H  -0.17  0.32  2.03
H  1.01  -0.88  1.31
H  2.47  0.94  1.67
H  1.37  2.07  1.16
H  -1.02  -1.78  1.26
H  -2.74  -1.30  0.93
H  0.60  -1.28  -1.41
H  -1.18  -0.43  -2.09

Output
molecular weight = 150.18 g mol⁻¹
frontier orbital gap = 8.044 eV
energy = -19313.595 eV
charge = +1
relative energy (zero: lowest compared OMol25 entry of this formula, charge and spin) = 4.539 eV
F_max = 3.65 eV Å⁻¹

No. 8
C6H17NOSi | ωB97M-V with the def2-TZVPD basis set

Atoms and positions in Å:
C  -2.09  -1.14  0.78
C  -1.66  1.27  0.80
C  -2.17  0.09  -1.45
C  2.16  2.47  -0.39
C  1.90  -2.75  0.56
C  -1.66  0.03  0.00
N  2.05  1.15  0.15
O  2.09  -1.34  0.61
Si  1.42  -0.31  -0.41
H  -2.98  -1.56  0.19
H  -1.49  -2.01  0.97
H  -2.45  -0.80  1.72
H  -2.59  1.63  1.06
H  -1.16  2.05  0.18
H  -0.91  1.09  1.72
H  -2.06  -0.90  -1.96
H  -3.21  0.26  -1.56
H  -1.54  0.86  -1.87
H  2.94  2.61  -1.25
H  1.20  2.60  -0.96
H  2.42  3.39  0.19
H  2.42  -2.99  1.53
H  2.58  -3.13  -0.26
H  0.88  -2.82  0.43
H  2.48  0.96  1.05
H  1.43  -0.71  -1.83

Output
molecular weight = 147.29 g mol⁻¹
frontier orbital gap (alpha / beta) = 7.451 / 6.929 eV
energy = -17909.492 eV
relative energy (zero: lowest compared OMol25 entry of this formula, charge and spin) = 4.446 eV
F_max = 5.20 eV Å⁻¹